No. 1
ORCA calculation (ωB97M-V/def2-TZVPD) on a single C4H5ClO molecule in a non-equilibrium geometry.

Kohn-Sham gap in eV: 10.04
E_tot in eV: -18797.9571
SMILES: CC(=O)/C=C\Cl
Net charge: 0
Max |F| in hartree/bohr: 0.0526

Last column: Löwdin charge in e.
CARTESIAN COORDINATES (ANGSTROEM)
C1 1.333 -0.686 -0.211  -0.0540
C2 0.182 -0.062 -0.951  -0.4317
C3 -0.962 0.589 -0.250  -0.1145
C4 -1.353 0.509 1.025  -0.5059
H1 1.899 0.206 0.238  0.1253
H2 1.032 -1.426 0.508  0.0269
H3 2.050 -1.066 -0.930  0.0777
H4 -1.602 1.297 -0.825  0.1264
H5 -2.168 1.170 1.372  0.0791
O1 0.248 0.045 -2.190  0.0427
Cl1 -0.660 -0.576 2.214  0.6281


No. 2
ORCA calculation (ωB97M-V/def2-TZVPD) on 2 unconnected molecules or ions with the total composition C4H10N2 in a non-equilibrium geometry.

Kohn-Sham gap (alpha / beta) in eV: 3.12 / 9.52
E_tot in eV: -7287.4123
Expectation value of S²: 0.7510
Net charge: -1
Max |F| in hartree/bohr: 0.0583
2S+1: 2

Last column: Löwdin spin population.
CARTESIAN COORDINATES (ANGSTROEM)
C1 -1.785 -1.812 -0.336  0.1270
C2 -2.331 -0.624 0.403  0.1242
C3 -2.354 0.659 -0.139  0.1621
H1 -1.180 -1.392 -1.157  0.0498
H2 -1.465 -2.611 0.337  0.0221
H3 -2.613 -2.238 -1.007  0.0055
H4 -2.548 -0.798 1.452  0.0086
H5 -2.940 1.468 0.272  0.0256
H6 -1.755 0.814 -1.034  0.0633
N1 2.256 0.490 -0.714  0.0759
C4 2.693 1.251 0.376  0.1770
N2 3.838 1.096 0.913  0.0128
H7 2.961 -0.141 -1.074  0.0237
H8 1.318 0.122 -0.604  0.0497
H9 1.869 1.792 0.839  0.0579
H10 4.037 1.923 1.473  0.0146


No. 3
ORCA calculation (ωB97M-V/def2-TZVPD) on 2 unconnected molecules or ions with the total composition C2H6O2 in a non-equilibrium geometry.

Kohn-Sham gap in eV: 9.99
E_tot in eV: -6264.5947
SMILES: C=CO.O
Net charge: 0
Max |F| in hartree/bohr: 0.0790

Last column: Löwdin charge in e.
CARTESIAN COORDINATES (ANGSTROEM)
C1 -1.238 -0.645 0.688  0.0308
C2 0.084 -0.605 0.912  -0.2351
O1 0.961 -0.764 -0.122  -0.0442
O2 0.547 1.840 -1.029  0.0173
H1 0.813 1.934 -1.894  -0.0025
H2 -1.924 -0.705 1.426  0.0121
H3 -1.693 -0.499 -0.220  0.0362
H4 0.685 -0.748 1.871  0.1412
H5 0.644 -1.046 -0.955  0.0846
H6 1.120 1.238 -0.677  -0.0405


No. 4
ORCA calculation (ωB97M-V/def2-TZVPD) on a single C3H7NO2 molecule.

Kohn-Sham gap in eV: 9.93
E_tot in eV: -8807.8570
Net charge: 0
Max |F| in hartree/bohr: 0.0124

Last column: Löwdin charge in e.
CARTESIAN COORDINATES (ANGSTROEM)
N1 1.770 1.758 0.079  0.0715
C1 1.330 0.568 -0.329  -0.1714
O1 0.607 0.063 0.687  -0.1399
C2 -0.062 -1.163 0.365  -0.1935
C3 -1.249 -0.867 -0.532  -0.2614
O2 -2.167 0.013 0.081  -0.0601
H1 2.326 2.315 -0.548  0.0850
H2 1.556 2.141 0.997  0.1054
H3 -0.390 -1.576 1.323  0.1268
H4 0.637 -1.852 -0.120  0.1194
H5 -0.868 -0.454 -1.478  0.1113
H6 -1.792 -1.791 -0.751  0.1240
H7 -1.697 0.844 0.227  0.0829


No. 5
ORCA calculation (ωB97M-V/def2-TZVPD) on a molecular structure, C21H13Cl5FeO9S2.

Kohn-Sham gap (alpha / beta) in eV: 7.86 / 7.83
E_tot in eV: -159084.7512
Expectation value of S²: 0.7726
Net charge: -1
Max |F| in hartree/bohr: 0.0123
2S+1: 2

Last column: Löwdin spin population.
CARTESIAN COORDINATES (ANGSTROEM)
Fe1 0.425 1.193 0.235  0.9855
C1 -2.750 -4.809 0.206  0.0000
O1 -2.874 -4.290 1.518  -0.0002
C2 -2.294 -3.085 1.759  0.0004
C3 -2.417 -2.620 3.088  0.0011
C4 -1.843 -1.425 3.417  0.0000
C5 -1.143 -0.632 2.481  0.0014
C6 -0.399 0.526 2.915  -0.0008
C7 -0.443 0.972 4.356  -0.0008
O2 0.352 1.195 2.186  -0.0078
C8 -1.050 -1.101 1.130  0.0010
O3 -0.489 -0.460 0.174  0.0174
C9 -1.630 -2.355 0.807  0.0012
H1 -3.259 -5.769 0.211  0.0000
H2 -1.701 -4.950 -0.065  0.0000
H3 -3.219 -4.148 -0.526  0.0000
H4 -2.940 -3.226 3.814  0.0001
H5 -1.909 -1.095 4.445  0.0000
H6 -1.437 0.893 4.790  -0.0002
H7 -0.100 2.002 4.399  0.0001
H8 0.241 0.353 4.941  0.0000
H9 -1.513 -2.680 -0.216  0.0002
O4 -0.470 -1.906 -2.791  0.0005
S1 0.874 -1.494 -2.503  -0.0003
O5 1.493 -1.989 -1.318  -0.0003
O6 0.327 1.041 -1.731  -0.0042
C10 -0.417 1.663 -2.583  -0.0009
C11 -0.349 1.351 -3.963  0.0000
C12 -1.131 1.999 -4.893  -0.0002
C13 -2.016 3.019 -4.535  0.0008
C14 -2.071 3.387 -3.207  -0.0001
C15 -1.291 2.734 -2.257  0.0004
S2 -1.360 3.347 -0.631  -0.0017
O7 0.212 3.811 -0.486  -0.0023
O8 -1.478 2.170 0.290  -0.0021
O9 0.911 2.958 0.445  0.0505
H10 0.349 0.590 -4.282  0.0000
H11 -1.042 1.714 -5.935  -0.0001
H12 -2.625 3.517 -5.277  0.0001
H13 -2.720 4.194 -2.881  0.0000
Cl1 1.937 -1.428 1.906  -0.0002
C16 2.945 -0.373 0.974  -0.0019
C17 2.382 0.640 0.194  -0.0347
C18 3.304 1.355 -0.590  -0.0013
Cl2 2.811 2.584 -1.712  0.0008
C19 4.683 1.121 -0.541  -0.0017
Cl3 5.785 2.044 -1.504  -0.0010
C20 5.194 0.132 0.287  0.0032
Cl4 6.896 -0.156 0.368  0.0010
C21 4.315 -0.629 1.041  -0.0019
Cl5 4.945 -1.887 2.049  -0.0011


No. 6
ORCA calculation (ωB97M-V/def2-TZVPD) on a molecular structure, C28H30N6S3SbSr in a non-equilibrium geometry.

Kohn-Sham gap (alpha / beta) in eV: 5.47 / 6.12
E_tot in eV: -78345.6903
Expectation value of S²: 0.7601
Net charge: -2
Max |F| in hartree/bohr: 0.0254
2S+1: 2

Last column: Löwdin spin population.
CARTESIAN COORDINATES (ANGSTROEM)
Sr1 -0.150 1.575 -0.220  0.0080
C1 -0.147 -2.585 1.089  0.0001
C2 -1.444 -2.116 1.771  0.0001
C3 -1.799 -0.634 1.524  0.0026
N1 -0.631 0.208 1.664  0.0024
C4 -0.145 0.484 2.836  0.0015
C5 -0.830 0.241 4.067  0.0003
C6 -0.375 0.138 5.360  0.0001
C7 0.933 0.164 5.846  0.0001
C8 2.065 0.457 5.096  0.0000
C9 2.175 0.909 3.796  0.0002
C10 1.188 1.168 2.792  0.0000
N2 1.392 1.893 1.730  -0.0001
C11 2.597 2.684 1.596  0.0000
C12 3.582 2.100 0.570  0.0000
C13 3.099 2.250 -0.885  -0.0001
N3 2.098 1.261 -1.224  0.0002
C14 2.455 0.185 -1.856  0.0001
C15 3.808 -0.207 -2.119  0.0000
C16 4.330 -1.074 -3.059  0.0000
C17 3.697 -1.740 -4.102  0.0000
C18 2.318 -1.779 -4.317  0.0000
C19 1.298 -1.382 -3.485  0.0001
C20 1.335 -0.753 -2.192  0.0004
N4 0.403 -0.846 -1.290  0.0003
C21 -0.586 -1.905 -1.373  0.0000
C22 -0.272 -3.028 -0.371  0.0000
H1 0.261 -3.427 1.657  0.0000
H2 0.578 -1.774 1.138  0.0000
H3 -1.317 -2.248 2.849  0.0000
H4 -2.288 -2.743 1.459  0.0000
H5 -2.621 -0.342 2.188  0.0010
H6 -2.168 -0.502 0.507  0.0005
H7 -1.902 0.121 3.951  0.0002
H8 -1.141 -0.047 6.108  0.0000
H9 1.079 -0.078 6.894  0.0000
H10 3.011 0.358 5.622  0.0000
H11 3.194 1.084 3.469  0.0000
H12 3.114 2.830 2.551  0.0000
H13 2.295 3.678 1.244  0.0000
H14 3.724 1.037 0.786  0.0000
H15 4.547 2.607 0.682  0.0000
H16 3.955 2.215 -1.569  0.0000
H17 2.635 3.237 -0.993  -0.0002
H18 4.541 0.233 -1.453  0.0000
H19 5.408 -1.205 -3.011  0.0000
H20 4.330 -2.259 -4.815  0.0000
H21 2.004 -2.237 -5.252  0.0000
H22 0.298 -1.571 -3.859  0.0000
H23 -0.658 -2.367 -2.364  0.0000
H24 -1.568 -1.495 -1.134  0.0000
H25 0.675 -3.486 -0.673  0.0000
H26 -1.055 -3.791 -0.463  0.0000
S1 -4.282 4.920 -1.770  0.2518
Sb1 -2.190 4.349 -0.954  0.3685
S2 -2.217 3.223 1.083  0.1802
S3 -0.890 3.161 -2.500  0.1613
N5 -7.630 -0.588 -0.597  0.0000
C23 -6.576 -0.385 -1.012  0.0001
C24 -5.283 -0.165 -1.562  0.0003
C25 -4.947 -0.699 -2.810  0.0002
C26 -3.689 -0.454 -3.317  0.0005
C27 -2.801 0.311 -2.571  0.0059
N6 -3.108 0.803 -1.372  0.0012
C28 -4.313 0.584 -0.884  0.0018
H27 -5.675 -1.284 -3.358  0.0000
H28 -3.384 -0.850 -4.277  0.0001
H29 -1.815 0.563 -2.947  0.0073
H30 -4.526 1.020 0.088  0.0025


No. 7
ORCA calculation (ωB97M-V/def2-TZVPD) on a single C4H10N2S molecule in a non-equilibrium geometry.

Kohn-Sham gap in eV: 9.18
E_tot in eV: -18124.8101
SMILES: CC/N=C(\C)NS
Net charge: 0
Max |F| in hartree/bohr: 0.0461

Last column: Löwdin charge in e.
CARTESIAN COORDINATES (ANGSTROEM)
C1 1.914 -1.184 -0.656  -0.0846
C2 1.115 -0.721 0.619  -0.2641
C3 -0.904 0.420 0.001  -0.5369
C4 -0.224 1.789 -0.088  -0.0115
H1 1.702 -0.493 -1.487  0.0631
H2 1.574 -2.166 -0.956  0.0572
H3 3.003 -1.234 -0.454  0.0717
H4 1.486 0.245 0.995  0.0891
H5 1.303 -1.423 1.439  0.0978
H6 0.026 2.102 0.946  0.0937
H7 0.659 1.737 -0.646  0.0455
H8 -0.876 2.583 -0.536  0.0896
H9 -2.766 1.246 0.016  0.0762
H10 -2.304 -1.682 0.745  -0.1304
N1 -0.335 -0.629 0.390  0.0127
N2 -2.241 0.420 -0.216  -0.4011
S1 -3.130 -1.011 -0.111  0.7318


No. 8
ORCA calculation (ωB97M-V/def2-TZVPD) on 2 unconnected molecules or ions with the total composition C7H13BFNO4 in a non-equilibrium geometry.

Kohn-Sham gap in eV: 9.79
E_tot in eV: -20546.3155
SMILES: O=C1NC[C@H](F)[C@@H]1B(O)O.CC(C)=O
Net charge: 0
Max |F| in hartree/bohr: 0.0320

Last column: Löwdin charge in e.
CARTESIAN COORDINATES (ANGSTROEM)
O1 1.269 -0.193 0.909  0.0874
C1 0.378 -0.907 0.467  -0.4125
N1 -0.438 -0.601 -0.616  0.0857
C2 -1.485 -1.615 -0.729  -0.1056
C3 -1.571 -2.132 0.709  -0.2607
F1 -1.950 -1.058 1.507  0.0180
C4 -0.074 -2.293 0.979  -0.0563
B1 0.248 -2.772 2.458  -0.5944
O2 1.057 -2.115 3.343  0.1895
O3 -0.371 -3.937 2.887  0.1653
H1 -0.735 0.361 -0.649  0.0983
H2 -2.396 -1.301 -1.204  0.1247
H3 -1.018 -2.416 -1.289  0.1151
H4 -2.228 -2.957 0.925  0.1499
H5 0.337 -3.055 0.320  0.1536
H6 1.803 -2.666 3.568  0.1068
H7 -0.388 -4.567 2.166  0.0964
C5 0.952 3.783 -0.346  -0.0161
C6 0.263 3.053 -1.470  -0.4884
O4 -0.686 2.333 -1.265  0.0494
C7 0.814 3.255 -2.859  -0.0191
H8 0.463 3.549 0.595  0.0852
H9 1.998 3.477 -0.291  0.0897
H10 0.909 4.860 -0.519  0.0849
H11 1.854 2.930 -2.896  0.0874
H12 0.765 4.311 -3.130  0.0849
H13 0.232 2.674 -3.570  0.0812